No. 1
# C21H25As2INRhS

A molecular structure, C21H25As2INRhS (the ωB97M-V functional and the def2-TZVPD basis, the OMol25 dataset).

Properties
HOMO-LUMO gap (alpha / beta) = 4.8 / 5.1 eV
relative energy (zero: lowest compared OMol25 entry of this formula, charge and spin) = 146.17 kJ/mol
spin multiplicity = 1
charge = +2

Element x y z (Å)
1 Rh -0.03197 -0.69120 0.17868
2 C 3.12484 1.22609 1.15937
3 As 1.70690 1.08481 -0.14681
4 C 2.61222 1.10101 -1.84139
5 C 0.78405 2.76853 -0.05611
6 C 1.33467 3.97488 -0.47125
7 C 0.58335 5.13995 -0.38222
8 C -0.71304 5.10488 0.11615
9 C -1.26874 3.90427 0.53847
10 C -0.51482 2.73995 0.44682
11 As -1.17172 1.07390 1.12752
12 C -3.06806 1.06513 0.90137
13 C -0.83121 1.08862 3.01278
14 H 2.68763 1.47894 2.12255
15 H 3.81785 2.01064 0.85799
16 H 3.65902 0.28130 1.23551
17 H 3.29157 1.95136 -1.84595
18 H 1.88382 1.19097 -2.64345
19 H 3.18595 0.18381 -1.95694
20 H 2.34094 4.02308 -0.86872
21 H 1.01261 6.07795 -0.70803
22 H -1.29479 6.01510 0.17327
23 H -2.28101 3.89804 0.92298
24 H -3.47117 1.81146 1.58537
25 H -3.47023 0.08685 1.15403
26 H -3.31591 1.31143 -0.12763
27 H -1.20562 2.03855 3.39346
28 H 0.23838 1.01197 3.18854
29 H -1.34520 0.26087 3.49615
30 I 3.12271 -4.58284 3.34312
31 C 1.27575 -3.76317 2.96431
32 C 0.13475 -4.20317 3.61955
33 C -1.08203 -3.60733 3.32142
34 C -1.12530 -2.60059 2.38103
35 N -0.02598 -2.16253 1.74803
36 C 1.14895 -2.73866 2.04030
37 H 0.19245 -4.99940 4.34977
38 H -1.99130 -3.93062 3.80869
39 H -2.06251 -2.13304 2.10939
40 H 2.02116 -2.35969 1.52111
41 S -1.84201 -1.56977 -1.00879
42 C -1.22792 -1.88577 -2.56061
43 C 0.15282 -1.97147 -2.86055
44 C 0.56907 -2.25405 -4.13661
45 C -0.38210 -2.46516 -5.14297
46 C -1.74408 -2.39473 -4.86842
47 C -2.17446 -2.11151 -3.58971
48 H 0.88412 -1.83063 -2.07094
49 H 1.62263 -2.32957 -4.36937
50 H -0.05180 -2.69572 -6.14760
51 H -2.46497 -2.56641 -5.65590
52 H -3.23027 -2.05732 -3.35776

---

No. 2
# C16H25N3O4S

2 unconnected molecules or ions with the total composition C16H25N3O4S (the ωB97M-V functional and the def2-TZVPD basis, the OMol25 dataset).

Properties
SMILES = CNC(=O)[C@H](CC(C)C)NC(C)=O.CSc1ccc([N+](=O)[O-])cc1
HOMO-LUMO gap = 8.1 eV
relative energy (zero: lowest compared OMol25 entry of this formula, charge and spin) = 359.06 kJ/mol
spin multiplicity = 1

Element x y z (Å)
1 O -1.72748 -1.28257 3.84936
2 O 1.31234 3.06819 2.20661
3 O 3.76787 0.58819 -4.39529
4 O 2.43278 0.42605 -6.11147
5 S -0.47214 -4.07864 -2.10116
6 C -1.50787 -0.22602 3.28260
7 C 0.79065 2.07201 2.69450
8 C 0.07412 -2.34764 -4.14108
9 C 1.73060 -2.41130 -2.39720
10 C 0.81770 -1.37570 -4.81800
11 C 2.47406 -1.43251 -3.06614
12 C 0.51601 -2.86548 -2.92233
13 C 2.03427 -0.88993 -4.29232
14 N 0.80987 1.84096 4.01447
15 N -0.46506 -0.14454 2.45306
16 N 2.78759 0.09939 -4.97174
17 C -0.32399 -3.58115 -0.33733
18 C -2.42549 0.95404 3.53788
19 C 1.38704 2.75096 5.00166
20 C -2.45683 1.24006 -1.15857
21 C -0.19298 0.26374 -1.33174
22 C -1.30997 0.62890 -0.35649
23 C -0.80996 1.62248 0.71000
24 C 0.14126 1.01724 1.77068
25 H -0.86040 -2.70376 -4.56374
26 H 2.11333 -2.81627 -1.46756
27 H 0.43123 -0.99554 -5.76032
28 H 3.41050 -1.10231 -2.62406
29 H 0.39672 0.98218 4.34394
30 H 0.01626 -1.02358 2.34280
31 H 0.69120 -3.75282 0.02932
32 H -1.01474 -4.16919 0.27451
33 H -0.57234 -2.52277 -0.22079
34 H -1.86214 1.87411 3.66312
35 H -2.99702 0.76010 4.44461
36 H -3.11536 1.05227 2.70236
37 H 1.17366 2.39742 6.01146
38 H 0.96503 3.75051 4.87455
39 H 2.46798 2.80956 4.85964
40 H -2.80637 0.52726 -1.90589
41 H -2.11766 2.14872 -1.65801
42 H -3.28382 1.48262 -0.49130
43 H -0.58746 -0.39060 -2.10668
44 H 0.60922 -0.25464 -0.81188
45 H 0.20742 1.16140 -1.80357
46 H -1.68177 -0.27875 0.11784
47 H -1.66550 2.06868 1.21191
48 H -0.29369 2.43838 0.20113
49 H 0.99133 0.62028 1.21664

---

No. 3
# C2H4O2

2 unconnected molecules or ions with the total composition C2H4O2 (the ωB97M-V functional and the def2-TZVPD basis, the OMol25 dataset).

Properties
SMILES = C=O.C=O
HOMO-LUMO gap = 10.2 eV
relative energy (zero: lowest compared OMol25 entry of this formula, charge and spin) = 256.97 kJ/mol
spin multiplicity = 1

Element x y z (Å)
1 O -1.21321 0.18995 -0.71273
2 C -2.30190 0.64417 -1.18444
3 H -3.17855 1.06627 -0.63783
4 H -2.38476 0.58056 -2.29553
5 O 3.00465 -1.06740 2.05551
6 C 2.25765 -0.61109 1.20445
7 H 2.57973 -0.57833 0.13644
8 H 1.23639 -0.22413 1.43413

---

No. 4
# C2H3F2O2Si

2 unconnected molecules or ions with the total composition C2H3F2O2Si (the ωB97M-V functional and the def2-TZVPD basis, the OMol25 dataset).

Properties
HOMO-LUMO gap (alpha / beta) = 5.9 / 5.9 eV
relative energy (zero: lowest compared OMol25 entry of this formula, charge and spin) = 452.46 kJ/mol
spin multiplicity = 1
charge = -1

Element x y z (Å)
1 C -1.63507 -1.45057 0.73043
2 C 1.33138 0.29112 -0.36000
3 O -2.78065 -1.39611 0.46640
4 O -0.85869 -2.27451 1.09968
5 F 0.82168 3.52300 1.02659
6 F -1.19020 0.13767 -1.49839
7 Si -0.60838 0.38073 0.01210
8 H 1.62855 1.27648 -0.87684
9 H 2.04549 0.09669 0.43046
10 H 1.24588 -0.58449 -1.03044

---

No. 5
# C2CdFLiO2

A molecular structure, C2CdFLiO2 (the ωB97M-V functional and the def2-TZVPD basis, the OMol25 dataset).

Properties
HOMO-LUMO gap (alpha / beta) = 4.8 / 7.2 eV
relative energy (zero: lowest compared OMol25 entry of this formula, charge and spin) = 18.32 kJ/mol
expectation value of S² = 0.75
spin multiplicity = 2
charge = +1

Element x y z (Å)
1 Li 1.75413 0.29255 -1.67061
2 Cd -1.51185 -0.32468 2.15732
3 O 0.03057 -1.12755 1.15718
4 C -0.28145 -0.07760 0.52410
5 O 0.04804 0.01363 -0.74822
6 C -0.66640 1.19729 -1.33515
7 F 0.46751 1.62910 -2.15102

---

No. 6
# C5NO3

A gas-phase ion, C5NO3 (charge -1) (the ωB97M-V functional and the def2-TZVPD basis, the OMol25 dataset).

Properties
SMILES = N#CC#CC(=O)C(=O)[O-]
HOMO-LUMO gap = 7.4 eV
relative energy (zero: lowest compared OMol25 entry of this formula, charge and spin) = 0.00 kJ/mol
spin multiplicity = 1
charge = -1

Element x y z (Å)
1 C 2.72381 -0.18567 0.09810
2 C 1.45570 0.27094 0.03108
3 C 0.33541 0.74368 -0.05236
4 C -1.07288 0.86251 -0.03274
5 C -1.73718 -0.69392 -0.02554
6 N 3.78320 -0.67880 0.15149
7 O -1.88150 -1.07234 -1.15721
8 O -1.64055 1.92469 -0.10405
9 O -1.96601 -1.17108 1.09123

---

Q: What is the spin multiplicity in the sixth record?
A: 1